(1)
{"formula": "C18H30N4O2S", "method": "the ωB97M-V functional and the def2-TZVPD basis", "species": ["O", "H", "C", "H", "H", "H", "O", "C", "H", "C", "N", "H", "N", "H", "C", "C", "C", "H", "H", "H", "C", "S", "C", "H", "C", "H", "C", "C", "C", "H", "N", "C", "H", "C", "H", "H", "H", "C", "C", "H", "H", "H", "H", "H", "H", "H", "H", "C", "H", "H", "N", "H", "H", "H", "C"], "coordinates": [[2.700924, -1.588491, -0.381403], [4.299884, 5.692701, -0.915275], [1.946589, -3.732961, 0.712485], [2.882563, 5.444454, -1.769642], [4.335301, 4.406475, 1.405857], [0.600573, -5.130373, 0.166523], [-0.817933, -3.184285, 1.425410], [-3.223266, -2.397561, -1.342091], [-4.003537, -0.898865, 0.576977], [3.171036, 5.494970, -0.827308], [0.407510, 2.199227, 1.245353], [-4.542197, 1.448727, 0.632367], [1.333384, -1.213298, 1.403358], [-3.412067, 1.112957, -2.175644], [3.345993, 4.199838, 1.427434], [-2.073243, -1.721654, -0.774772], [-1.988352, 0.913124, -0.917583], [3.554932, 3.308297, -0.597367], [-3.732601, -3.077876, -0.686198], [2.660715, 6.192703, -0.520644], [-4.817480, -0.468045, -0.126599], [2.029043, 0.680522, -0.312651], [1.921425, -2.013148, 0.474536], [-2.286206, -1.350410, 0.273077], [0.786099, -4.140568, 0.064816], [2.879510, -4.144673, 0.447077], [-4.555165, 1.066424, -0.505644], [-3.393864, 1.568725, -1.193292], [-1.607862, -0.345199, -1.173233], [-0.421852, -2.948812, -1.972303], [-0.930814, -2.617716, -0.667472], [-4.498299, -1.211415, -1.344878], [-5.543190, 1.528669, -0.928071], [-0.350080, -3.242240, 0.399365], [-5.536084, -1.969193, -1.728353], [-3.307463, 2.689136, -1.067736], [-1.166796, 1.772387, -0.726298], [1.695777, 3.551667, -0.155366], [2.884751, 4.177315, -0.298950], [-5.836619, -0.514220, 0.179691], [0.724256, -1.742983, 1.922075], [-4.220626, -0.606096, -2.348359], [-1.838938, -0.356795, -2.456823], [-0.323775, -0.364050, -1.299991], [1.855967, -3.677747, 1.899961], [3.196038, 3.279371, 1.851309], [2.757741, 4.820867, 1.807588], [1.248444, 0.062932, 0.945134], [-3.293769, -2.647904, -2.337065], [-2.133964, 0.826561, 0.467464], [0.515601, 0.752799, 1.834634], [1.111407, 3.625167, -1.200484], [1.078441, -4.220234, -1.207936], [0.727940, 4.338968, 0.379984], [1.454711, 2.318347, 0.321314]], "forces_ev_per_a": [[-1.5, -0.4, 0.2], [-1.7, -0.1, 0.7], [1.2, 6.1, 5.2], [-1.2, -0.1, -5.1], [3.1, 1.1, 0.4], [-1.2, -3.1, 1.0], [-3.1, 0.8, 9.2], [-4.8, 3.8, 1.9], [-2.0, 1.3, 0.0], [7.3, -6.0, -1.8], [5.1, -3.2, -0.6], [0.0, 0.0, -2.3], [3.2, -2.2, -4.0], [-0.8, 1.4, -1.5], [2.2, -3.8, -6.9], [1.9, 1.0, 4.0], [-2.0, 8.2, 10.3], [0.1, 1.5, -0.5], [0.7, -1.0, 0.3], [-4.9, 7.3, 4.3], [3.4, 1.4, -0.9], [1.9, 4.1, -1.7], [4.4, -3.7, -0.1], [-0.1, -1.6, -0.1], [-0.2, -0.1, -6.5], [1.0, -0.2, -0.5], [-3.8, 0.3, 5.8], [3.3, -0.6, -1.7], [5.8, -4.9, -9.8], [-1.9, 1.4, 5.3], [2.3, -0.9, -6.3], [-1.2, -4.6, -5.9], [1.8, -1.0, 0.5], [0.7, -1.3, -9.1], [3.1, 2.3, 1.0], [-0.1, -1.4, -0.8], [-1.6, -2.2, -1.3], [-10.2, 6.4, -4.6], [7.4, -1.8, 6.0], [-0.4, -0.4, 0.6], [-2.5, -0.2, 2.1], [-1.0, -1.0, 2.5], [0.8, -0.3, 2.3], [-3.8, -0.2, 0.7], [0.1, -0.9, -2.2], [-0.4, -2.4, 0.9], [-4.7, 5.7, 3.4], [-4.4, 0.9, 7.2], [0.7, -1.0, -2.2], [0.5, 0.3, -2.9], [0.2, 3.3, -4.5], [1.0, -0.5, 1.1], [-1.0, 0.8, 3.4], [3.0, -2.1, -0.9], [-5.5, -6.2, 4.6]], "total_energy_ha": -1470.929703, "charge": 0, "fmax_ev_per_a": 13.36, "de_lowest_kcal_mol": 437.4, "orbital_gap_ev": 8.629, "multiplicity": 1}

(2)
{"formula": "C4H6N2O", "method": "the ωB97M-V functional and the def2-TZVPD basis", "species": ["H", "H", "H", "C", "H", "C", "N", "C", "C", "H", "H", "O", "N"], "coordinates": [[1.374088, -1.514480, 0.303277], [-0.297531, -0.802671, -1.095659], [-0.615662, -1.042042, 0.642034], [-2.119523, 0.110533, -0.386576], [-2.206763, 0.839826, -1.194250], [-0.683128, -0.325080, -0.185527], [3.623979, 1.373819, -0.693068], [1.467833, 0.410620, 0.293248], [2.622743, 1.191542, -0.138204], [-2.713427, -0.769092, -0.668497], [-2.548652, 0.531652, 0.526339], [0.192219, 0.801995, 0.084277], [1.960960, -0.731002, 0.528852]], "forces_ev_per_a": [[-0.7, -0.4, 0.8], [-0.1, 0.0, 0.1], [0.0, 0.2, -0.1], [0.1, 0.1, 0.0], [0.0, 0.0, 0.1], [0.0, -0.2, 0.0], [-1.1, 0.6, 0.7], [0.5, -0.9, -0.5], [0.7, 0.9, -0.6], [0.2, 0.2, 0.1], [0.1, 0.0, -0.1], [0.5, -0.1, -0.2], [-0.2, -0.4, -0.3]], "total_energy_ha": -340.700972, "charge": 0, "fmax_ev_per_a": 1.42, "de_lowest_kcal_mol": 58.9, "orbital_gap_ev": 11.035, "smiles": "[H]/N=C(/C#N)OCC", "multiplicity": 1}

(3)
{"formula": "C9H14", "method": "the ωB97M-V functional and the def2-TZVPD basis", "species": ["H", "C", "H", "H", "C", "C", "H", "H", "H", "H", "C", "C", "H", "H", "C", "C", "C", "H", "C", "H", "H", "H", "H"], "coordinates": [[2.047283, -1.563240, -3.945462], [-0.970805, 1.380601, -0.557358], [1.095301, 1.985058, -0.687139], [0.041986, -0.133712, 2.860001], [-1.509815, 0.020398, 1.337316], [0.773450, 0.853525, 1.134176], [1.605116, -0.362432, -1.718474], [-2.874071, 0.444159, -0.301170], [3.186016, -2.560945, -3.115472], [3.056992, -1.118747, -1.076745], [-2.507514, -0.707474, 2.134715], [0.375358, 1.437678, -0.089598], [-3.522663, -0.345356, 1.980436], [3.664232, -0.930811, -3.385232], [2.231210, -1.259585, -1.777552], [-0.189332, 0.218183, 1.861543], [2.798141, -1.549996, -3.158484], [-2.465166, -1.796966, 1.979933], [-1.882683, 0.615658, 0.091240], [1.818999, 0.845188, 1.410423], [-1.222825, 1.937001, -1.450300], [-2.315995, -0.626566, 3.202373], [1.590942, -2.085211, -1.467445]], "forces_ev_per_a": [[0.1, 0.4, -0.1], [0.2, 0.1, -0.2], [0.0, -0.1, 0.0], [-0.1, -0.3, -0.1], [-0.2, 0.3, 0.2], [-0.3, -0.4, -0.5], [0.1, 0.1, -0.2], [-0.1, 0.1, 0.1], [0.2, -0.3, -0.1], [-0.2, -0.2, 0.2], [-0.2, -0.1, 0.7], [0.0, 0.3, 0.0], [0.0, -0.2, -0.4], [-0.3, 0.3, -0.3], [-0.1, 0.2, 0.0], [0.4, 0.0, 0.2], [0.2, -0.4, 0.3], [0.0, 0.1, -0.4], [0.3, -0.2, 0.2], [-0.1, 0.3, 0.3], [0.0, -0.1, -0.1], [0.3, 0.2, 0.1], [0.1, 0.0, 0.2]], "total_energy_ha": -351.003247, "charge": 1, "s2": 0.7674, "fmax_ev_per_a": 0.73, "de_lowest_kcal_mol": 3.6, "orbital_gap_ev": [10.033, 6.278], "multiplicity": 2}

(4)
{"formula": "C5H9N2S2", "method": "the ωB97M-V functional and the def2-TZVPD basis", "species": ["S", "H", "H", "C", "H", "C", "C", "H", "H", "S", "H", "H", "H", "N", "H", "N", "C", "C"], "coordinates": [[-3.313814, 1.112987, -0.145518], [2.798245, 3.035272, 0.724116], [0.291380, -1.184743, 0.803997], [-1.283321, -0.618897, -0.547753], [1.203038, -1.028964, -2.050118], [1.719176, 1.480554, -0.106314], [-0.005968, -1.321634, -0.185873], [0.116936, 3.258528, 0.790107], [-3.744531, 0.263451, -1.152597], [0.228833, 2.483743, -0.341657], [3.694564, 1.388120, 0.508976], [-1.738018, -0.894961, -1.518523], [-1.675990, 0.441078, 1.271793], [1.545672, 0.306722, -0.571665], [0.001752, -2.458447, -0.356688], [2.801451, 1.998724, 0.532809], [0.875683, -0.619541, -1.070717], [-1.955207, 0.219328, 0.271640]], "forces_ev_per_a": [[-0.7, -0.8, -1.0], [0.4, -2.0, -0.4], [0.2, 0.4, 1.8], [1.0, -3.1, -1.6], [-0.5, 0.2, 0.6], [-1.2, -0.5, 0.2], [-2.4, -2.7, -0.7], [0.5, -0.5, -0.5], [0.2, 0.8, 0.4], [-0.1, 0.8, 0.4], [-2.0, 1.8, 0.2], [0.5, 0.3, 0.5], [0.7, 0.0, 0.6], [4.7, 4.6, 1.8], [-0.4, 1.6, -0.1], [1.0, -0.6, -0.4], [-0.3, -2.1, -3.3], [-1.5, 1.8, 1.4]], "total_energy_ha": -1101.383068, "charge": 1, "s2": 2.0091, "fmax_ev_per_a": 6.80, "de_lowest_kcal_mol": 10.4, "orbital_gap_ev": [6.372, 6.017], "multiplicity": 3}